Record 1
DFT (wB97M-V/def2-TZVPD) results for a cluster of 8 separate species, C31H66BrF3N11O10P2 in total.

Results
energy above the lowest of the compared OMol25 structures with the same formula, charge and spin = 0.00 kcal per mole
multiplicity = 1
charge = +1

Structure (XYZ):
```
124
C31H66BrF3N11O10P2 | the Open Molecules 2025 dataset | wB97M-V/def2-TZVPD
N 1.010 -4.650 0.168
P 1.292 -3.594 1.269
N 0.082 -2.337 1.312
C 0.224 -1.310 0.389
N 1.362 -0.896 -0.073
C 1.532 0.166 -1.058
C 2.203 1.395 -0.452
C 1.362 2.202 0.466
F 0.140 2.565 0.026
C 1.810 2.654 1.644
F 2.558 1.913 2.443
F 1.636 3.868 2.113
N -0.943 -0.692 -0.029
C -1.651 -0.154 1.182
C -0.888 -0.390 2.477
C -0.373 -1.824 2.666
C -1.427 -2.824 3.174
C -2.343 -2.407 4.287
O -3.484 -2.760 4.263
O -1.873 -1.665 5.329
P 1.187 -1.735 3.779
O 1.020 -3.040 4.723
Br 0.904 -0.039 5.183
H 0.178 -4.435 -0.371
H 2.576 -3.034 1.092
H 1.282 -4.161 2.552
H 2.216 -1.324 0.260
H 2.237 -0.214 -1.800
H 0.619 0.394 -1.591
H 2.487 2.024 -1.301
H 3.134 1.103 0.030
H -1.504 -1.487 -0.357
H -1.794 0.914 1.083
H -2.650 -0.575 1.260
H -0.019 0.274 2.517
H -1.527 -0.067 3.292
H -0.929 -3.744 3.493
H -2.069 -3.098 2.341
H -2.379 -0.841 5.349
H 0.737 -2.834 5.626
C -2.264 -2.490 -3.167
O -2.065 -2.070 -2.027
N -1.327 -2.996 -3.962
C -1.630 -3.494 -5.294
C 0.046 -3.064 -3.485
H -3.267 -2.486 -3.616
H -1.370 -4.550 -5.356
H -1.061 -2.937 -6.039
H -2.691 -3.378 -5.501
H 0.103 -3.676 -2.584
H 0.407 -2.061 -3.248
H 0.674 -3.504 -4.253
C 1.519 1.908 -4.091
O 2.599 1.342 -3.986
N 0.865 2.146 -5.227
C -0.414 2.830 -5.254
C 1.463 1.708 -6.485
H 0.986 2.294 -3.200
H -1.175 2.185 -5.697
H -0.338 3.741 -5.848
H -0.720 3.091 -4.243
H 1.604 0.626 -6.473
H 2.430 2.183 -6.618
H 0.816 1.986 -7.310
C 5.326 7.840 -0.040
O 5.124 7.910 -1.235
N 4.596 7.085 0.807
C 4.870 7.025 2.228
C 3.500 6.313 0.253
H 6.137 8.395 0.459
H 5.103 6.001 2.528
H 4.003 7.368 2.798
H 5.719 7.661 2.468
H 3.878 5.620 -0.501
H 2.783 6.978 -0.230
H 3.003 5.758 1.044
C -2.174 -5.632 -2.122
O -1.603 -6.270 -2.987
N -2.967 -6.152 -1.172
C -3.612 -5.321 -0.175
C -3.178 -7.592 -1.151
H -2.073 -4.537 -2.057
H -3.292 -5.615 0.827
H -4.697 -5.422 -0.239
H -3.348 -4.277 -0.340
H -2.226 -8.108 -1.029
H -3.622 -7.920 -2.090
H -3.839 -7.848 -0.327
C 3.647 5.006 -7.777
O 3.006 4.014 -8.078
N 4.606 5.045 -6.838
C 5.336 6.262 -6.531
C 4.924 3.829 -6.106
H 3.486 5.979 -8.270
H 6.403 6.118 -6.710
H 5.190 6.538 -5.485
H 4.982 7.074 -7.161
H 5.248 3.049 -6.796
H 4.046 3.464 -5.573
H 5.717 4.035 -5.393
C -0.938 -6.495 7.691
O -0.003 -6.429 6.916
N -2.102 -5.841 7.519
C -3.198 -5.927 8.464
C -2.238 -5.022 6.332
H -0.905 -7.099 8.613
H -4.088 -6.331 7.978
H -3.435 -4.938 8.862
H -2.923 -6.580 9.289
H -2.119 -5.639 5.439
H -1.460 -4.255 6.324
H -3.215 -4.547 6.317
C -3.375 2.685 2.869
O -3.597 1.877 1.980
N -4.111 3.774 3.109
C -3.799 4.702 4.181
C -5.267 4.031 2.261
H -2.522 2.579 3.565
H -4.632 4.761 4.882
H -3.611 5.697 3.774
H -2.913 4.368 4.715
H -5.970 3.201 2.324
H -4.954 4.132 1.222
H -5.755 4.946 2.584
```



Record 2
DFT (wB97M-V/def2-TZVPD) results for a structure of composition C31H67AlNO40S10.

Results
multiplicity = 1
charge = -1

Structure (XYZ):
```
150
C31H67AlNO40S10 | the Open Molecules 2025 dataset | wB97M-V/def2-TZVPD
C 6.692 -3.908 1.881
C 6.408 -2.621 1.040
N 5.544 -2.806 -0.126
Al 4.349 -1.383 -0.437
C 3.274 -1.887 -2.092
C 3.000 -1.187 1.082
C 1.615 -0.660 0.649
C 0.454 -1.197 1.542
S 0.572 -0.730 3.253
O 0.651 0.688 3.413
O -0.584 -1.273 3.922
O 1.831 -1.483 3.894
O 5.201 0.184 -0.870
C 6.106 0.599 0.133
C 6.565 2.084 -0.002
C 6.212 2.679 -1.388
C 6.200 2.997 1.194
C 4.726 3.025 1.672
C 4.470 2.174 2.945
C 3.668 2.696 0.613
H 5.832 -4.579 1.778
H 7.609 -4.377 1.514
H 6.848 -3.621 2.936
H 7.394 -2.286 0.663
H 6.071 -1.823 1.716
H 6.071 -3.049 -0.960
H 3.986 -2.198 -2.851
H 2.613 -2.732 -1.840
H 2.657 -1.043 -2.428
H 3.381 -0.572 1.916
H 2.830 -2.194 1.500
H 1.346 -0.957 -0.374
H 1.582 0.435 0.670
H 0.364 -2.279 1.408
H -0.488 -0.758 1.194
H 2.472 -0.768 4.061
H 7.006 -0.037 0.027
H 5.685 0.368 1.128
H 7.666 2.039 -0.007
H 6.254 3.774 -1.261
H 6.953 2.416 -2.147
H 5.197 2.442 -1.703
H 6.822 2.681 2.046
H 6.514 4.024 0.957
H 4.517 4.058 1.996
H 4.795 1.137 2.828
H 4.893 2.671 3.824
H 3.376 2.134 3.061
H 3.830 3.286 -0.293
H 3.547 1.628 0.416
H 2.707 3.035 1.014
C -4.261 -2.548 3.685
C -3.724 -1.306 3.017
O -4.393 -1.268 1.744
S -5.863 -1.888 1.891
O -6.793 -0.830 2.053
O -6.031 -2.890 0.902
O -5.649 -2.592 3.317
H -3.776 -3.447 3.301
H -4.156 -2.514 4.766
H -2.645 -1.334 2.887
H -3.998 -0.404 3.570
C -9.768 -0.667 6.661
C -10.745 -1.074 5.578
O -10.301 -0.377 4.412
S -8.700 -0.234 4.450
O -8.122 -1.253 3.666
O -8.372 1.135 4.262
O -8.499 -0.604 6.005
H -10.002 0.326 7.052
H -9.734 -1.380 7.481
H -11.770 -0.802 5.817
H -10.692 -2.146 5.375
C 8.861 -7.689 -1.757
C 8.023 -7.413 -0.526
O 8.307 -6.053 -0.200
S 8.584 -5.220 -1.540
O 7.391 -4.558 -1.902
O 9.824 -4.547 -1.400
O 8.795 -6.483 -2.521
H 9.905 -7.872 -1.495
H 8.482 -8.526 -2.339
H 8.276 -8.066 0.306
H 6.955 -7.497 -0.741
C -8.226 2.111 1.471
C -7.605 3.321 0.811
O -8.220 3.401 -0.480
S -9.721 2.863 -0.369
O -10.598 3.974 -0.232
O -9.918 1.873 -1.365
O -9.602 2.147 1.061
H -7.781 1.186 1.103
H -8.150 2.139 2.557
H -6.526 3.230 0.708
H -7.844 4.238 1.357
C -3.080 2.454 -0.181
C -2.716 3.831 0.336
O -1.843 3.586 1.441
S -0.985 2.249 1.158
O 0.275 2.626 0.638
O -1.127 1.384 2.268
O -1.879 1.690 -0.061
H -3.849 1.985 0.439
H -3.414 2.473 -1.216
H -3.585 4.400 0.658
H -2.165 4.403 -0.414
C 7.675 -1.247 -4.960
C 7.436 -0.591 -6.305
O 6.015 -0.492 -6.410
S 5.386 -0.268 -4.934
O 5.160 1.118 -4.748
O 4.379 -1.238 -4.729
O 6.691 -0.682 -4.098
H 7.512 -2.326 -5.008
H 8.672 -1.049 -4.574
H 7.838 -1.172 -7.132
H 7.852 0.419 -6.334
C -6.770 5.775 -4.973
C -6.223 4.458 -5.470
O -6.444 3.539 -4.385
S -7.787 3.952 -3.608
O -8.856 3.155 -4.089
O -7.495 4.058 -2.228
O -7.945 5.427 -4.233
H -6.071 6.268 -4.293
H -7.020 6.453 -5.786
H -5.166 4.511 -5.714
H -6.777 4.100 -6.334
C 6.475 -5.235 7.900
C 5.473 -5.665 6.850
O 5.896 -5.005 5.657
S 7.495 -4.866 5.654
O 8.039 -5.928 4.890
O 7.824 -3.511 5.424
O 7.730 -5.199 7.214
H 6.258 -4.230 8.269
H 6.521 -5.926 8.738
H 4.455 -5.380 7.102
H 5.516 -6.743 6.677
C -9.857 4.024 -9.656
C -10.496 4.834 -8.549
O -9.390 5.300 -7.766
S -8.128 5.545 -8.716
O -8.057 6.921 -9.043
O -7.023 4.846 -8.162
O -8.664 4.746 -9.995
H -9.567 3.031 -9.306
H -10.501 3.926 -10.525
H -11.176 4.247 -7.938
H -11.024 5.705 -8.945
```



Record 3
DFT (wB97M-V/def2-TZVPD) results for a cluster of 5 separate species, C31H67FN2O8 in total.

Results
multiplicity = 1

Structure (XYZ):
```
109
C31H67FN2O8 | the Open Molecules 2025 dataset | wB97M-V/def2-TZVPD
C 0.889 6.094 0.026
C 0.852 5.444 1.051
C 0.780 4.345 2.005
C 2.157 3.767 2.340
C 2.838 3.097 1.121
N 2.701 1.649 1.140
C 3.575 1.097 2.171
C 4.635 0.071 1.787
O 4.733 -0.951 2.401
O 5.544 0.342 0.782
C 2.583 0.950 -0.138
N 2.008 1.756 -1.218
C 2.994 2.420 -2.045
C 2.287 3.028 -3.262
C 1.683 -0.343 -0.127
C 1.856 -1.266 1.088
C 0.867 -2.457 1.106
C -0.053 -2.507 2.351
C -1.474 -2.944 1.952
C -2.611 -2.343 2.835
C -3.880 -2.149 1.980
C -4.196 -0.685 1.663
O -4.519 -0.498 0.287
C -4.374 0.866 -0.055
O 0.325 0.043 -0.328
C -0.303 0.614 0.789
C 2.010 -1.221 -1.388
F 3.010 -0.662 -2.187
C 0.828 -1.458 -2.310
C 1.282 -2.410 -3.466
H 1.043 6.608 -0.877
H 0.379 4.768 2.929
H 0.061 3.596 1.690
H 2.062 3.095 3.189
H 2.778 4.607 2.643
H 3.888 3.409 1.176
H 2.427 3.611 0.259
H 4.106 1.875 2.720
H 2.972 0.611 2.933
H 5.256 -0.066 -0.041
H 3.574 0.735 -0.540
H 1.307 2.390 -0.860
H 3.523 3.242 -1.540
H 3.724 1.715 -2.426
H 2.988 3.527 -3.924
H 1.477 3.677 -2.936
H 1.831 2.206 -3.815
H 1.676 -0.690 1.991
H 2.857 -1.680 1.039
H 1.463 -3.365 1.138
H 0.269 -2.526 0.204
H 0.317 -3.258 3.047
H -0.047 -1.571 2.908
H -1.524 -4.030 2.030
H -1.721 -2.708 0.920
H -2.244 -1.403 3.237
H -2.846 -3.065 3.611
H -3.848 -2.708 1.048
H -4.729 -2.546 2.534
H -5.060 -0.357 2.247
H -3.328 -0.063 1.900
H -4.636 1.495 0.799
H -5.031 1.146 -0.868
H -3.361 1.104 -0.384
H -0.407 -0.050 1.649
H 0.143 1.547 1.137
H -1.317 0.859 0.477
H 2.371 -2.201 -1.082
H 0.014 -1.965 -1.810
H 0.508 -0.535 -2.780
H 2.001 -3.111 -3.044
H 1.651 -1.862 -4.323
H 0.400 -3.004 -3.719
C -6.162 0.820 -4.490
C -5.355 1.979 -3.935
O -4.206 1.516 -3.231
H -6.477 0.156 -3.684
H -7.048 1.175 -5.019
H -5.559 0.226 -5.181
H -5.952 2.558 -3.231
H -5.034 2.646 -4.743
H -3.668 1.013 -3.848
C 2.382 -7.176 2.417
C 1.954 -6.379 1.198
O 2.722 -5.184 1.068
H 2.272 -6.576 3.321
H 1.785 -8.083 2.521
H 3.435 -7.459 2.343
H 0.909 -6.080 1.284
H 2.067 -6.976 0.288
H 3.646 -5.436 0.980
C -2.266 -4.761 -6.823
C -1.564 -3.700 -5.995
O -0.478 -4.256 -5.257
H -2.639 -5.559 -6.181
H -3.104 -4.335 -7.378
H -1.573 -5.215 -7.536
H -2.252 -3.263 -5.273
H -1.185 -2.900 -6.639
H 0.139 -4.633 -5.891
C -0.738 7.274 5.331
C -0.383 5.947 5.977
O 1.031 5.802 6.094
H -0.281 7.351 4.343
H -1.819 7.385 5.228
H -0.358 8.107 5.928
H -0.745 5.118 5.370
H -0.834 5.867 6.972
H 1.355 6.526 6.637
```



Number 1: LUMO level -3.0 eV, HOMO -10.713 eV. Number 2: LUMO level 1.4 eV, HOMO -4.217 eV. Number 3: LUMO level 0.6 eV, HOMO -8.287 eV.